[1]
Density functional theory data (wB97M-V/def2-TZVPD) for a structure of composition C50H102B3F30N9O13S6 in a non-equilibrium geometry.

Spin multiplicity: 1
HOMO-LUMO gap, hartree: 0.3264
E_tot, Eh: -8897.43179
Total charge: 0

Last column: Löwdin charge in e.
Atoms and positions in Å:
H 4.9869 -1.1589 -4.4155  0.14
C -0.2581 5.5607 -3.7012  -0.71
C 1.4327 -5.3955 0.0755  -0.17
H -3.4512 5.0044 1.1803  0.15
C -1.6293 -5.7512 0.6821  0.01
S 3.2295 3.8919 -4.3800  0.54
C 6.1096 -3.6465 2.0373  -0.64
H -3.9104 -0.4869 -4.7003  0.07
H -5.4507 6.2527 -0.7011  0.06
H -2.4832 -5.1017 0.6217  0.09
C 1.5783 -0.1421 5.5502  0.00
H -2.7624 3.7645 3.3100  0.09
H 2.8556 -0.9325 9.4392  0.08
H 1.2305 0.4958 6.3703  0.10
H -0.8040 -0.4942 5.8752  0.16
H -2.2568 1.4531 -2.0787  0.15
O 5.0270 0.3220 4.1105  -0.30
F -1.3854 1.1601 4.2893  0.15
H 1.5159 -3.2218 0.3773  0.12
N 2.9477 3.2410 0.7139  -0.22
B 0.4061 -0.5013 -0.7901  -1.39
C 1.1699 -3.9687 -0.3897  -0.11
F -7.1208 -6.5897 -2.3149  0.11
H -5.6510 5.4894 2.2421  0.10
H 2.6355 -0.0081 5.2906  0.09
S -5.2718 -3.6738 -0.9253  0.56
N -4.0954 3.0710 1.8817  -0.22
H 1.1410 2.4145 2.7520  0.12
H 0.1565 -0.5068 7.8986  0.11
H 2.8784 0.4285 1.1034  0.10
O 5.1345 -1.1438 1.5315  -0.29
H -2.0422 -7.9450 -1.6656  0.11
H 2.3161 0.9036 -3.3498  0.11
H 2.5864 5.1219 0.1366  0.14
C -6.3536 -2.2361 -0.2726  -0.66
C 4.6562 5.0840 0.7644  -0.21
C 1.3068 1.8773 1.8120  -0.13
H 5.7474 -2.3866 -2.1581  0.07
C -3.6798 0.2263 -3.9524  -0.01
C 2.1082 -1.4199 -6.7774  -0.15
H -6.5564 4.6286 0.9418  0.11
H -3.2841 -0.0899 1.2536  0.13
H -2.7586 2.5805 -3.1086  0.08
C 2.6086 -1.8252 -5.4052  -0.12
C -5.6325 5.1614 1.1998  -0.21
F -5.5536 3.1472 -3.7126  0.18
H 2.9313 -1.1437 -2.0392  0.09
H 4.6948 6.5626 2.4525  0.06
C 4.8392 6.4903 1.3905  -0.09
F 0.2740 2.2034 5.3345  0.10
C -3.5246 0.7417 1.9293  -0.12
H -0.7268 -2.3232 6.2628  0.14
O 0.4309 4.1800 -1.7441  -0.25
H 2.8639 4.9479 1.8933  0.14
N 2.2767 4.6916 -3.4322  -0.29
C -0.3986 -1.5212 5.5987  -0.11
H -3.7708 -0.1797 -2.9298  0.10
H -6.2625 2.7066 2.1284  0.13
H -1.1470 -5.7322 -2.7299  0.13
C -3.4516 -7.0059 -2.9319  -0.10
C 1.4491 2.9025 0.7661  -0.09
C -5.4234 2.2033 1.6735  -0.06
C -5.5994 6.4510 0.3406  -0.10
F 7.4209 -2.2093 5.8133  0.10
H -5.2884 0.8831 3.2297  0.13
H 2.0861 0.6645 -7.2527  0.10
H -1.1206 2.1266 -3.0533  0.12
H 1.3906 -2.9830 7.1900  0.13
S -7.0461 -5.6324 -0.0123  0.57
H 1.0350 -1.3228 -6.8071  0.11
H 3.7009 1.1989 -5.5260  0.08
C 1.0466 -1.0336 8.3116  -0.21
N 4.9960 -2.1590 3.9434  -0.31
H -5.4862 2.1606 0.5893  0.13
H 0.9864 3.8553 0.8939  0.12
C 0.4421 -6.2715 -0.6061  -0.10
S 0.7799 4.1864 -3.1265  0.62
H 4.6281 2.0589 1.4381  0.13
H 1.7163 0.3509 9.9408  0.06
H 3.6796 2.8609 2.7451  0.16
O -7.2560 -6.1625 1.3021  -0.28
H -0.7974 -3.5246 -1.3611  0.11
C 1.9101 0.2286 -4.1324  0.04
F -7.6382 -2.3798 -0.5175  0.15
F 5.5806 4.6483 -5.1355  0.10
C 3.2104 4.6781 0.9124  -0.17
O -5.3912 -3.8109 -2.3582  -0.30
H 1.7942 -2.2865 -4.7951  0.15
N 1.0842 -1.5212 5.7911  -0.26
C 4.4643 5.2287 -4.5805  -0.70
O -8.1059 -4.8567 -0.5915  -0.27
H 2.5075 -5.6481 -0.1135  0.14
F -0.0825 5.8904 -4.9680  0.16
N 3.0015 -0.5964 -4.7050  -0.26
C -2.6290 -7.0503 -1.6570  -0.22
H -6.4123 7.1600 0.4459  0.07
H -4.7479 7.0741 0.6889  0.08
F -1.8586 2.9207 5.6293  0.18
B -0.9903 2.3811 4.7398  -1.35
H 4.6747 -2.6041 -0.8406  0.05
C -4.9758 0.8988 2.1606  -0.19
H -4.2523 3.9158 -0.0729  0.09
H -2.4284 0.8777 -6.1859  0.14
F -7.6965 -8.0690 -0.7458  0.16
F 7.3862 -0.0402 6.0756  0.15
H 4.3114 0.2443 -3.5185  0.13
O 2.7430 3.6257 -5.6793  -0.26
H 5.3104 4.3687 1.3731  0.14
C -0.4024 -4.0148 -0.4910  -0.07
H 5.8647 6.8822 1.2481  0.08
H -2.8008 -6.9472 -3.8085  0.09
C 2.6394 1.1709 1.8473  -0.13
H -0.9659 -3.5658 0.3418  0.13
N -5.6260 -4.9443 -0.0836  -0.30
F -6.1293 -2.2884 1.0731  0.09
H 0.3750 -7.2303 -0.1434  0.13
B -4.9956 3.4183 -2.5079  -1.33
C 7.1305 -1.0023 5.2106  -0.62
H -5.4378 0.0015 1.7136  0.11
C 3.7693 -1.6158 -2.5717  -0.20
H 1.5636 -3.6838 -1.3707  0.11
H 1.2363 2.5928 -0.2593  0.09
F 4.0641 6.2295 -5.3041  0.19
C 3.6894 0.2047 -5.9127  -0.04
H 3.5258 -2.4584 -5.4278  0.15
H 1.2803 -5.5031 1.1285  0.10
S 5.2855 -0.9047 4.8425  0.59
H -2.4789 -4.9842 -2.0170  0.12
H 4.4948 2.8342 -0.8167  0.11
F -5.8379 4.1068 -1.6826  0.16
H 1.1937 -0.4468 -3.7089  0.08
O -3.1033 2.5978 -5.2763  -0.21
C 4.1484 -0.8026 -3.7868  -0.15
H 3.0279 1.9396 -0.9863  0.08
F -0.2313 0.8013 -0.9662  0.06
F -0.2164 -1.0358 0.3090  0.14
H 4.8973 5.0812 -0.2816  0.10
F 4.7939 5.7016 -3.3979  0.14
O 3.6277 -3.0764 2.0966  -0.34
H 2.8342 0.7867 2.8310  0.09
H 2.5754 0.5130 8.4239  0.09
H -0.7580 -1.1662 3.5802  0.10
H 5.2732 -0.9827 -1.1337  0.08
F 6.2202 -4.4293 3.1157  0.13
H -3.2497 -6.9963 -0.8061  0.07
H 3.3085 -2.5336 -2.8983  0.09
C -2.2670 0.8457 -4.0791  -0.27
H 3.0419 3.7294 -1.3863  0.09
H 0.9283 -2.4635 2.7784  0.11
S 4.8784 -2.2898 2.3713  0.65
H 0.6342 -1.7240 9.0298  0.09
F 0.2477 -1.3035 -1.8434  0.18
H -3.6794 2.4770 3.8770  0.09
N -0.8773 -5.4850 -0.5728  -0.22
O -4.0064 -3.1947 -0.4596  -0.33
H -3.8185 4.4519 -5.6944  0.11
C -2.1135 1.6379 -5.4237  -0.17
C 2.0836 -0.2275 9.1297  -0.08
H -4.4647 0.9674 -4.0722  0.08
H -4.4918 4.0515 3.6615  0.09
C -0.6223 -2.0350 4.2330  -0.15
C 4.9558 -1.9038 -1.6213  -0.05
C -1.7653 -5.7954 -1.8353  -0.09
H 0.4767 -3.8838 3.7690  0.12
H -2.0252 -6.7855 0.6707  0.11
H -1.5919 -2.5100 4.1671  0.12
C -3.0537 2.1185 1.3777  -0.07
C -3.7806 3.3679 3.3039  0.03
H 3.3333 -0.1616 -8.0774  0.12
F 7.7931 -0.8773 4.0432  0.13
F -0.8368 3.2817 3.6247  0.05
N -2.1126 1.8378 -3.0141  0.21
H 0.4743 1.2385 1.6626  0.11
O 4.7373 -1.1480 6.1506  -0.30
H -2.9888 2.3086 0.2771  0.13
H 2.5102 -1.8310 4.3024  0.10
O 3.9276 2.8330 -3.7250  -0.29
C 0.6605 -2.7817 3.8019  -0.13
H -3.4793 3.4310 -7.1577  0.09
F -5.6185 -7.5244 -1.1630  0.11
H -2.1216 4.1383 -6.2858  0.08
F 7.3565 -3.2180 1.7683  0.14
H 2.0923 -3.3661 5.2494  0.15
C 3.4121 2.8901 -0.7070  0.02
H -1.1973 2.0747 -5.7098  0.09
H 4.0915 7.1683 0.9336  0.09
F 5.4416 -4.2490 1.0375  0.09
C -4.3364 4.3233 0.9476  -0.07
F -4.6231 2.2925 -1.7530  0.10
H 1.3750 0.7338 -4.9245  0.10
H 4.7326 -0.0893 -6.0982  0.14
H -4.1909 -6.2067 -2.8681  0.07
O 0.4395 3.0783 -3.9848  -0.30
H -2.9628 0.5737 2.8299  0.09
H -1.4961 0.0756 -3.8187  0.15
C -3.1219 3.7183 -6.1664  -0.04
H 2.6919 -1.6786 7.0154  0.12
C 1.5996 -1.9196 7.1370  -0.11
H 0.6509 -6.3760 -1.6467  0.12
C 1.7363 -2.4392 4.7774  -0.10
C -6.8762 -7.0764 -1.0776  -0.66
C 3.6165 2.3433 1.7481  -0.08
F -1.4936 5.1327 -3.4630  0.13
F -0.1393 6.6727 -3.0075  0.17
C 2.7971 -0.1074 -7.1323  -0.12
F -3.7283 4.0521 -2.7358  0.07
H -0.9336 -5.5739 1.4994  0.11
F -5.8673 -1.1368 -0.7740  0.16
H -2.1088 2.4669 1.8289  0.12
F 1.7484 -0.4473 -0.4737  0.13
H 2.2540 -2.2330 -7.4971  0.12
H -4.1001 -7.8541 -3.0251  0.07
H 1.0739 0.1813 4.6706  0.09



[2]
Density functional theory data (wB97M-V/def2-TZVPD) for the molecule C3H2ClNOS in a non-equilibrium geometry.

Spin multiplicity: 1
HOMO-LUMO gap (alpha / beta), hartree: 0.2555 / 0.2933
E_tot, Eh: -1103.74862
Total charge: 0

Last column: Löwdin charge in e.
Atoms and positions in Å:
H -2.1381 -0.1964 -0.1501  0.10
O 2.8232 0.9036 -0.5246  -0.50
C -0.4413 0.6950 0.7958  -0.23
Cl -0.6404 -2.3297 -1.8333  0.68
C -1.0542 -0.2543 -0.0957  -0.23
S 2.0357 0.0239 0.3112  0.94
C -0.2915 -1.0394 -0.8588  -0.62
H -1.1043 1.3142 1.3948  0.12
N 0.8109 0.8832 0.9606  -0.25



[3]
Density functional theory data (wB97M-V/def2-TZVPD) for the molecule C23H24FN5O in a non-equilibrium geometry.

Spin multiplicity: 1
SMILES: COc1ccc(-n2cc(CNCCCn3ccnc3)c(-c3cccc(F)c3)n2)cc1
HOMO-LUMO gap, hartree: 0.3181
E_tot, Eh: -1339.71157
Total charge: 0

Last column: Löwdin charge in e.
Atoms and positions in Å:
C 3.8984 1.3470 0.6134  -0.17
H -2.0433 2.7215 0.1529  0.12
H -8.6901 -0.6967 -1.5515  0.10
H 8.1661 -1.0047 -1.3146  0.09
H -9.9558 0.0200 -0.5244  0.09
H -4.2059 2.8065 0.3887  0.10
C -4.7056 -0.4479 -0.4022  -0.01
H 0.5976 2.9765 0.3708  0.12
C 5.3175 1.7984 0.9651  -0.15
H 2.8008 -4.2749 -0.1347  0.12
C 2.4438 -2.2319 -0.7236  -0.07
C -4.7185 1.8909 0.1418  -0.01
H -6.6564 2.7893 0.2672  0.12
C 0.2896 -1.3209 -0.1257  -0.16
H 1.4168 1.8280 -0.7014  0.11
C 0.8565 -3.5788 0.4207  -0.26
H 5.5636 1.4865 1.9851  0.13
H 3.6782 1.6538 -0.4116  0.11
N 7.5804 0.9935 -1.7083  0.05
H 6.5390 -0.7186 0.8902  0.11
C -4.0089 0.7173 -0.1032  -0.19
N -1.9749 -0.4902 -0.1363  0.15
H -4.1448 -1.3500 -0.5857  0.11
C -1.7354 1.7001 0.0718  0.02
C 7.5855 -0.1626 -0.9956  -0.16
N 1.5116 1.4351 1.4057  -0.06
C 2.1127 -3.4449 -0.1445  -0.01
H 1.5147 0.4196 1.4169  0.10
H 3.1552 1.6975 2.6061  0.12
N -2.6119 0.6738 -0.0518  -0.09
C -6.0857 -0.4515 -0.4626  -0.01
C -6.0942 1.8887 0.0795  0.00
O -8.1509 0.8362 -0.2590  -0.08
H 3.4117 -2.1078 -1.1867  0.11
C 2.8563 1.9340 1.5795  -0.23
C 6.7820 -0.0376 0.1003  -0.08
H 3.8477 0.2553 0.6566  0.11
H -1.0290 -2.6781 0.8880  0.12
C 6.7906 1.8015 -1.0585  -0.19
H 5.3876 2.8884 0.9092  0.13
H 1.8091 -0.2556 -1.2029  0.11
H 2.8279 3.0228 1.4788  0.12
C -0.6768 -0.2291 -0.0833  -0.19
H -6.5934 -1.3730 -0.6977  0.10
C -8.9177 -0.3068 -0.5543  -0.09
H 6.5673 2.8082 -1.3522  0.12
H -8.7656 -1.0958 0.1891  0.10
C 1.5439 -1.1814 -0.7182  -0.05
C -0.0574 -2.5461 0.4412  0.05
F 0.5177 -4.7616 0.9789  0.06
N 6.2784 1.2326 0.0582  -0.11
C 0.8151 1.9132 0.2207  -0.19
C -0.4674 1.1701 0.0499  -0.13
C -6.7973 0.7209 -0.2241  -0.28